Run A
Molecular formula: C6H11N4
Method: DFT, the ωB97M-V functional and the def2-TZVPD basis

Computed properties:
M: 139.18 g/mol
HOMO-LUMO gap (alpha / beta): 5.740 / 7.843 eV
⟨S²⟩: 2.01
Net charge: +1
2S+1: 3
LUMO level (alpha / beta): -3.29 / -6.62 eV

```
21
C6H11N4, DFT the ωB97M-V functional and the def2-TZVPD basis
C -3.4292 0.4900 -0.7292
C -2.5204 -0.5868 -0.5965
C 3.0469 0.7050 0.2815
C 2.2826 0.7797 -1.0230
C 1.6091 0.2975 0.2242
C 1.4065 -1.1903 0.2867
N -3.1504 1.1953 0.3653
N -1.8436 -0.3994 0.5214
N -2.2694 0.6124 1.1470
N 0.3342 -1.7349 0.6454
H -3.9336 0.7414 -1.6428
H -2.2530 -1.3970 -1.1202
H 3.7033 -0.0835 0.5083
H 3.1856 1.6349 0.9399
H 2.0145 1.8258 -1.3892
H 2.5264 -0.0335 -1.7730
H 2.2849 -1.7622 0.0785
H 0.8636 0.7120 0.8620
H -0.5469 -1.0439 0.8976
H 0.4475 -2.7804 0.8237
H -3.7586 2.0179 0.6925
```

---

Run B
Molecular formula: C6H11N4
Method: DFT, the ωB97M-V functional and the def2-TZVPD basis

Computed properties:
M: 139.18 g/mol
HOMO-LUMO gap (alpha / beta): 6.871 / 6.420 eV
⟨S²⟩: 2.01
Net charge: +1
2S+1: 3
LUMO level (alpha / beta): -3.55 / -7.37 eV

```
21
C6H11N4, DFT the ωB97M-V functional and the def2-TZVPD basis
C -0.9639 -0.4365 -0.0968
C -0.6825 -1.3672 1.0463
C 1.2489 1.5678 1.0644
C 0.7716 -1.2300 1.4272
C -2.3023 -0.6896 -0.6251
C 1.8015 0.6931 -1.2835
N -0.2659 0.5268 -0.4478
N 1.2785 0.8392 2.4349
N 0.9986 -0.2992 2.3100
N 1.0351 0.7005 -0.0073
H -1.2973 -0.9823 1.9699
H -1.1483 -2.3727 0.7124
H 0.4655 2.1854 1.2299
H 2.3010 2.0882 0.9633
H 1.5307 -1.9999 1.2339
H -2.7810 0.3222 -0.5826
H -2.8270 -1.2933 0.0527
H -2.3200 -1.0503 -1.6610
H 1.5391 -0.1727 -1.8261
H 1.5014 1.6357 -1.9239
H 2.8845 0.6659 -1.0725
```

---

Which structure wins on stability? run A wins.

---

Run A
Molecular formula: CH2N2O4S
Method: DFT, the ωB97M-V functional and the def2-TZVPD basis

Computed properties:
M: 138.10 g/mol
HOMO-LUMO gap: 10.755 eV
SMILES string: N#COS(=O)(=O)NO
LUMO level: -0.18 eV

```
10
CH2N2O4S, DFT the ωB97M-V functional and the def2-TZVPD basis
N 0.0018 -1.2012 2.3022
C -0.2472 -1.4162 1.1841
O -0.4285 -1.6294 -0.0037
S 0.1510 -0.1897 -1.0792
O 1.2565 -0.7704 -1.7046
O -0.9759 0.2181 -1.7709
N 0.5856 0.8734 0.0477
O -0.5599 1.4813 0.4600
H 1.1181 0.5675 0.8422
H -0.9014 2.0665 -0.2778
```

---

Run B
Molecular formula: CH2N2O4S
Method: DFT, the ωB97M-V functional and the def2-TZVPD basis

Computed properties:
M: 138.10 g/mol
HOMO-LUMO gap (alpha / beta): 8.617 / 8.615 eV
SMILES string: O=S(=O)=NO.N=C=O
LUMO level (alpha / beta): -1.97 / -1.97 eV

```
10
CH2N2O4S, DFT the ωB97M-V functional and the def2-TZVPD basis
O -2.4998 -1.2849 0.6729
S -1.8222 -0.1240 0.2294
O -2.5347 0.9933 -0.2499
N -0.4440 -0.3657 -0.5341
O 0.1072 -1.5438 -0.6257
H 1.0023 -1.2575 -0.3321
N 1.9203 0.1683 0.0060
C 1.0420 0.9982 0.0588
O 0.4967 2.0172 0.1606
H 2.7322 0.3990 0.6141
```

---

Which structure wins on stability? run A wins.

---

Run A
Molecular formula: C6H7FS
Method: DFT, the ωB97M-V functional and the def2-TZVPD basis

Computed properties:
M: 130.19 g/mol
HOMO-LUMO gap: 8.600 eV
SMILES string: C/C=C1/CC(F)=CS1
LUMO level: 0.89 eV

```
15
C6H7FS, DFT the ωB97M-V functional and the def2-TZVPD basis
C 1.4760 -1.7607 -2.1964
C 0.7044 -0.5115 -1.9268
C 0.2326 -0.1156 -0.7466
C -0.5512 1.1652 -0.5008
C -0.8757 1.1525 0.9450
F -1.5292 2.2102 1.4464
C -0.4319 0.1185 1.7075
S 0.4298 -1.0906 0.7485
H 1.5961 -2.3639 -1.3330
H 0.9148 -2.3956 -2.8717
H 2.4801 -1.5480 -2.5903
H 0.5905 0.1587 -2.8289
H 0.0540 2.0754 -0.7178
H -1.4967 1.2944 -1.1207
H -0.5780 0.0465 2.7768
```

---

Run B
Molecular formula: C6H7FS
Method: DFT, the ωB97M-V functional and the def2-TZVPD basis

Computed properties:
M: 130.19 g/mol
HOMO-LUMO gap: 9.063 eV
SMILES string: FC1=CC=C(CS)C1
LUMO level: 0.88 eV

```
15
C6H7FS, DFT the ωB97M-V functional and the def2-TZVPD basis
F -2.5360 1.2077 1.7998
C -1.7019 0.5109 1.0749
C -1.9380 -0.1238 -0.0814
C -0.6619 -0.5048 -0.5969
C 0.3334 -0.1478 0.2204
C 1.7726 -0.1836 -0.1006
S 2.1572 -0.6039 -1.7964
C -0.2624 0.5386 1.4044
H -2.8683 -0.3183 -0.5219
H -0.6202 -1.0904 -1.5448
H 2.2615 -0.8463 0.6057
H 2.1644 0.8209 0.0638
H 2.0382 -1.8846 -1.5567
H 0.1610 1.5323 1.5844
H -0.0791 0.0426 2.3896
```

---

Which structure wins on stability? run A wins.